1.
C37H36BrI2N7S as an isolated structure in a non-equilibrium geometry, computed with ωB97M-V/def2-TZVPD.

Summary:
Kohn-Sham gap: 7.6 eV
energy: -5382.251776 Ha
molar mass: 944.523 g/mol

Last column: Löwdin charge in e.
Atoms and positions in Å:
I (2.4858, -2.0407, 5.7721)  0.8643
I (2.6363, 1.1580, 1.7252)  0.9591
Br (-0.2322, -1.7338, 2.5465)  0.7605
S (-2.0691, 2.1044, 7.8258)  0.9468
N (-1.6646, 1.9195, -2.2302)  0.0508
N (0.9910, -1.8366, -2.3222)  0.0663
N (-2.6774, 0.9705, 6.7330)  -0.2390
N (-6.8197, -4.4090, -1.8875)  0.0571
N (4.4743, 4.3874, -3.1860)  0.0498
N (-1.7192, -3.8785, 0.0406)  0.0529
N (-0.4521, 2.2976, 7.4009)  -0.2385
C (2.2307, 3.4668, 6.4216)  -0.2281
C (-2.4696, -2.1113, -1.4056)  -0.0674
C (-1.2109, 2.6738, -3.2393)  -0.1655
C (5.5010, 3.4192, -5.5915)  -0.0823
C (-0.8768, 1.8143, -1.1529)  -0.1521
C (2.2840, -3.4386, -3.5627)  -0.0754
C (-3.6512, -4.1889, -1.3566)  -0.0815
C (0.7327, -1.2131, -3.4778)  -0.1452
C (-8.8589, -3.1361, -1.8974)  -0.0727
C (-2.7349, -4.6242, -0.4129)  -0.1517
C (4.3377, -1.4165, 3.2604)  -0.1812
C (0.0081, 3.3330, -3.2223)  -0.0770
C (-6.5774, -3.9483, -3.1208)  -0.1698
C (-8.5835, -2.6727, -3.1736)  -0.0806
C (0.9244, 0.3408, 4.3837)  -0.3087
C (-7.4191, -3.0841, -3.8023)  -0.0698
C (5.8094, 2.7944, -4.3938)  -0.0742
C (3.0098, -0.9687, 3.9490)  -0.7270
C (3.0071, 3.4329, 7.8127)  -0.1207
C (-0.3393, -0.4575, 4.0370)  -0.5494
C (2.0007, -2.7754, -4.7461)  -0.0856
C (-0.2894, 1.4756, 6.2951)  -0.2569
C (4.1926, 4.9738, -4.3557)  -0.1587
C (4.6752, 4.5319, -5.5773)  -0.0766
C (0.3567, 2.4358, -1.0352)  -0.0901
C (-1.5951, -0.2824, 4.7722)  -0.0306
C (-3.5115, -2.9038, -1.8599)  -0.0770
C (2.1890, 0.0400, 3.5009)  -0.7760
C (2.3403, 2.0269, 5.7576)  -0.1519
C (5.2723, 3.3136, -3.2265)  -0.1531
C (0.8045, 3.2090, -2.0941)  -0.0732
C (1.2083, -1.6390, -4.7080)  -0.0734
C (-1.5698, 0.7023, 5.9285)  -0.3041
C (-7.9495, -3.9956, -1.3015)  -0.1413
C (0.9732, 1.3082, 5.4977)  -0.0996
C (-1.6049, -2.6434, -0.4618)  -0.2120
C (1.7564, -2.9323, -2.3852)  -0.1460
H (-2.3300, -1.1027, -1.7752)  0.0896
H (3.0165, 1.3086, 6.3003)  0.1049
H (0.1111, -0.3264, -3.3962)  0.0928
H (3.5456, 5.8428, -4.2932)  0.1020
H (-2.4922, -0.8826, 4.4936)  0.1067
H (3.9913, 3.9837, 7.6795)  0.0718
H (5.9002, 3.0430, -6.5264)  0.1054
H (-1.2682, 1.1951, -0.3517)  0.1041
H (0.3257, 3.9278, -4.0692)  0.0979
H (-7.1701, -2.7426, -4.7987)  0.1027
H (2.3933, -3.1404, -5.6884)  0.1035
H (0.9504, 2.3148, -0.1376)  -0.0219
H (4.2938, -2.5215, 3.0089)  0.0847
H (6.4517, 1.9238, -4.3657)  0.1017
H (2.8998, -4.3286, -3.5533)  0.1003
H (0.9652, -1.0953, -5.6118)  0.1003
H (2.8124, 4.1840, 5.7620)  0.1029
H (-9.2690, -1.9981, -3.6734)  0.1056
H (-8.1201, -4.3825, -0.3024)  0.1048
H (-1.8707, 2.7427, -4.0982)  0.0993
H (2.4546, 3.9034, 8.6692)  0.0665
H (-4.4516, -4.8358, -1.6876)  0.0689
H (-2.8040, -5.6198, 0.0135)  0.1004
H (2.8133, 2.1803, 4.7362)  0.0866
H (5.4824, 2.8571, -2.2649)  0.1018
H (-5.6556, -4.3007, -3.5734)  0.1011
H (1.9472, -3.4183, -1.4339)  0.1053
H (4.4120, 5.0455, -6.4929)  0.1010
H (1.7652, 3.7102, -2.0415)  0.0946
H (1.1905, 3.8763, 6.4825)  0.0875
H (3.3067, 2.3884, 8.1343)  0.0686
H (-0.7736, -2.0642, -0.0796)  0.0207
H (4.6563, -0.7785, 2.3964)  0.0214
H (-9.7588, -2.8374, -1.3756)  0.1016
H (5.1614, -1.3274, 4.0397)  0.0788
H (-4.2084, -2.5242, -2.5986)  0.0923

2.
C37H36CdN2O7P as an isolated structure, computed with ωB97M-V/def2-TZVPD.

Summary:
Kohn-Sham gap: 8.1 eV
energy: -2576.916117 Ha
molar mass: 764.088 g/mol
energy relative to the best compared isomer or geometry (same formula, charge and spin): 9.73 kJ/mol
charge: -1

Last column: Löwdin charge in e.
Atoms and positions in Å:
Cd (-0.4373, 0.8974, -0.7873)  1.4783
P (1.1990, -2.4528, 0.7968)  1.0650
O (-0.8772, 0.1534, -5.7321)  0.0711
O (-0.3677, 0.8208, -3.1462)  -0.0582
O (0.5652, 1.2571, 1.1528)  -0.2135
O (-2.1574, -2.9090, -1.2320)  0.0066
O (0.8725, 2.8633, -0.8118)  -0.1978
O (-2.0437, 1.8534, -2.1453)  -0.0964
O (-1.1063, -1.1304, -0.3776)  -0.1976
N (1.4947, 2.1770, 1.1220)  -0.2515
N (1.6732, 3.0003, 0.1486)  -0.0503
C (3.0971, 1.3189, 4.3214)  -0.0845
C (2.3708, -4.6681, 2.0064)  -0.1183
C (-2.0338, 1.4912, 3.1143)  -0.0567
C (-5.4333, -1.0641, 1.1542)  -0.0674
C (-2.3461, 1.6271, -6.8990)  -0.0385
C (0.0567, -3.2146, -0.4294)  -0.2727
C (2.1718, -1.2725, -0.2074)  -0.4133
C (3.6646, 0.7040, -1.5086)  -0.0947
C (-1.4418, 1.4668, -3.1848)  -0.6217
C (-3.5519, 3.3272, -5.7107)  -0.0980
C (2.2381, 1.2921, 3.2314)  -0.0198
C (-2.6696, 2.4092, 1.0112)  -0.0751
C (4.0071, 0.3054, -0.2210)  -0.0929
C (-3.2397, 2.6833, -6.8990)  -0.1023
C (-3.4339, -2.3915, 1.8958)  -0.0813
C (1.8558, -0.8848, -1.5066)  -0.1368
C (-2.0468, 1.8424, -4.5111)  -0.0593
C (-2.0286, 2.5650, 2.2405)  -0.3032
C (-3.9070, -1.1777, 1.1063)  -0.3897
C (3.2584, -0.6631, 0.4253)  -0.1240
C (4.1578, -6.0182, 1.1349)  -0.1090
C (3.2262, -5.7557, 2.1281)  -0.1039
C (4.2140, 3.2356, 3.4117)  -0.0968
C (3.3632, -4.1112, -0.0998)  -0.0879
C (4.2253, -5.1909, 0.0209)  -0.0941
C (-3.2798, 1.2118, 0.6737)  -0.0677
C (3.3673, 3.2246, 2.3163)  -0.0282
C (-2.6355, 0.2855, 2.7707)  -0.0274
C (-1.7429, 1.2007, -5.7161)  -0.2554
C (2.4211, -3.8350, 0.8906)  -0.3813
C (-2.9585, 2.8938, -4.5367)  -0.0210
C (-3.2643, 0.1203, 1.5452)  -0.2129
C (-1.1869, -2.3609, -0.7190)  -0.7426
C (2.3825, 2.2448, 2.2333)  -0.1867
C (4.0867, 2.2850, 4.4181)  -0.1084
C (2.5886, 0.1117, -2.1477)  -0.0940
C (-1.2964, 3.8387, 2.5634)  -0.0510
H (1.6526, -4.4552, 2.7907)  0.0903
H (-5.8981, -1.9733, 0.7656)  0.0737
H (4.7545, 2.3005, 5.2700)  0.0932
H (-1.9524, 4.7089, 2.4886)  0.0745
H (2.2808, 0.4389, -3.1323)  0.1020
H (4.9527, -5.3879, -0.7573)  0.0968
H (-2.3437, -2.4526, 1.8988)  0.0726
H (-3.1895, 3.3618, -3.5895)  0.1145
H (3.1694, -6.3921, 3.0028)  0.0947
H (4.2182, 1.4950, -1.9986)  0.1005
H (4.8357, 0.7772, 0.2938)  0.1012
H (-3.7327, 1.1171, -0.3067)  0.1100
H (-0.8532, -0.2032, -6.6261)  0.1018
H (4.8320, -6.8606, 1.2287)  0.0934
H (-2.5806, -0.5431, 3.4655)  0.1010
H (-0.8816, 3.8099, 3.5717)  0.0717
H (-3.6045, -1.3393, 0.0689)  0.1136
H (-5.7854, -0.2205, 0.5583)  0.0704
H (1.0134, -1.3241, -2.0253)  0.0890
H (3.5049, -0.9395, 1.4455)  0.1025
H (4.9820, 3.9960, 3.4785)  0.0967
H (-0.4711, 3.9932, 1.8645)  0.0656
H (3.4265, -3.4678, -0.9699)  0.1044
H (-5.7774, -0.9151, 2.1821)  0.0777
H (-2.1055, 1.1160, -7.8261)  0.1063
H (3.4618, 3.9563, 1.5285)  0.1024
H (-0.2677, -4.1754, -0.0264)  0.0851
H (-3.8203, -3.3023, 1.4362)  0.0798
H (-3.7809, -2.3618, 2.9336)  0.0722
H (2.9884, 0.5724, 5.0981)  0.1003
H (-1.5217, 1.5802, 4.0669)  0.1049
H (-3.6936, 2.9981, -7.8307)  0.0968
H (1.4634, 0.5458, 3.1283)  0.1091
H (0.5650, -3.4328, -1.3736)  0.0891
H (-4.2519, 4.1521, -5.6981)  0.0937
H (-2.6610, 3.2195, 0.2897)  0.1111